Entry 1:
Density functional theory data (ωB97M-V/def2-TZVPD) for a cluster of 2 separate species, C3H12N3 in total.

Element x y z (Å)
N 0.143 -0.384 -0.858
N -0.718 1.579 0.743
N 1.050 3.023 0.214
C -0.515 -1.568 -0.162
C 0.019 2.626 0.940
C -0.061 -3.005 -0.402
H 1.123 -0.481 -0.994
H -1.522 -1.535 -0.225
H -0.195 -1.255 0.945
H -0.630 -3.579 -1.195
H -1.290 1.313 1.497
H 1.373 3.951 0.118
H 0.902 -3.067 -0.718
H 1.369 2.263 -0.371
H -0.309 -0.333 -1.759
H -0.195 0.872 0.022
H -0.456 3.193 1.725
H -0.087 -3.611 0.480

- energy relative to the best compared isomer or geometry (same formula, charge and spin) (kcal/mol) = 37.4
- electronic energy (Ha) = -285.30973
- highest occupied orbital energy (spin up / spin down) (eV) = -10.09 / -14.58
- multiplicity = 3
- charge = +1
- lowest unoccupied orbital energy (spin up / spin down) (Eh) = -0.1100 / -0.3007
- expectation value of S² = 2.007

---

Entry 2:
Density functional theory data (ωB97M-V/def2-TZVPD) for a cluster of 2 separate species, C3H12N3O in total.

Element x y z (Å)
O 2.214 1.826 -2.018
N -0.742 -1.526 -0.167
N -1.527 0.377 2.901
N 1.548 -0.437 -1.858
C -1.021 -0.607 0.764
C 1.169 0.891 -2.228
C -1.209 -0.820 2.087
H -0.627 -2.473 0.162
H -1.159 0.404 0.388
H 2.226 -0.844 -2.487
H -0.273 -1.273 -1.041
H 1.940 -0.534 -0.933
H 0.289 1.177 -1.634
H -2.100 1.045 2.389
H -2.057 0.184 3.753
H -0.689 0.891 3.177
H 2.095 2.551 -2.646
H -0.933 -1.684 2.663
H 0.856 0.852 -3.274

- energy relative to the best compared isomer or geometry (same formula, charge and spin) (kcal/mol) = 61.1
- electronic energy (Ha) = -360.73730
- highest occupied orbital energy (eV) = -12.80
- charge = +1
- lowest unoccupied orbital energy (Eh) = -0.1280

---

Entry 3:
Density functional theory data (ωB97M-V/def2-TZVPD) for a cluster of 2 separate species, C3H12N3O in total.

Element x y z (Å)
O 1.881 2.412 2.011
N -1.088 0.445 -0.509
N -0.619 -2.807 -2.174
N 1.115 0.459 0.968
C -0.588 -1.795 -1.284
C 0.828 1.497 2.013
C -1.158 -0.566 -1.531
H -0.083 -2.003 -0.345
H -1.266 1.391 -0.856
H 1.226 -0.410 1.477
H -0.065 0.413 0.109
H -1.824 0.242 0.184
H 1.537 3.201 2.441
H -1.012 -2.526 -3.076
H 1.983 0.763 0.530
H 0.252 -3.339 -2.263
H 0.719 1.014 2.987
H -1.720 -0.387 -2.443
H -0.118 1.997 1.762

- energy relative to the best compared isomer or geometry (same formula, charge and spin) (kcal/mol) = 12.5
- electronic energy (Ha) = -360.29118
- highest occupied orbital energy (spin up / spin down) (eV) = -17.56 / -17.56
- multiplicity = 2
- charge = +2
- lowest unoccupied orbital energy (spin up / spin down) (Eh) = -0.3133 / -0.4500
- expectation value of S² = 0.769

---

Entry 4:
Density functional theory data (ωB97M-V/def2-TZVPD) for a cluster of 2 separate species, C3H12N3O2 in total.

Element x y z (Å)
O 1.321 -0.809 0.119
O -2.141 0.181 0.273
N 0.090 0.920 -1.242
N 0.207 1.299 -0.032
N -0.170 2.318 0.521
C -2.672 -1.115 0.091
C 2.735 -1.029 -0.103
C 0.903 0.241 0.826
H 2.749 -2.088 -0.565
H -0.585 2.962 -0.081
H 3.306 -1.023 0.879
H 3.082 -0.363 -0.915
H 1.696 0.759 1.371
H -0.475 1.494 -1.896
H 0.557 0.122 -1.501
H -2.432 -1.565 1.074
H -3.685 -1.452 -0.191
H 0.215 -0.048 1.609
H -1.875 -1.545 -0.591
H -2.826 0.742 0.355

- energy relative to the best compared isomer or geometry (same formula, charge and spin) (kcal/mol) = 133.8
- electronic energy (Ha) = -435.84986
- highest occupied orbital energy (eV) = -13.93
- charge = +1
- lowest unoccupied orbital energy (Eh) = -0.1585

---

Entry 5:
Density functional theory data (ωB97M-V/def2-TZVPD) for a cluster of 2 separate species, C3H12N3S in total.

Element x y z (Å)
S 0.230 2.582 1.084
N 1.394 0.337 0.141
N -0.030 -1.492 -1.209
N -1.252 0.696 -0.801
C -0.906 0.216 0.522
C -0.366 -1.813 0.114
C 0.346 0.747 1.056
H -1.307 -2.449 0.083
H -1.587 0.162 1.274
H -0.206 -2.121 -2.041
H 2.361 0.139 0.542
H -0.553 -0.465 -1.361
H -0.921 1.634 -1.047
H 0.360 -1.997 0.882
H -2.227 0.618 -1.042
H 1.642 1.071 -0.488
H 1.000 -1.213 -1.194
H 0.604 0.486 2.075
H 1.416 2.861 1.410

- energy relative to the best compared isomer or geometry (same formula, charge and spin) (kcal/mol) = 112.1
- electronic energy (Ha) = -683.43530
- highest occupied orbital energy (spin up / spin down) (eV) = -7.83 / -12.41
- multiplicity = 3
- charge = +1
- lowest unoccupied orbital energy (spin up / spin down) (Eh) = -0.1044 / -0.2814
- expectation value of S² = 2.019

---

Entry 6:
Density functional theory data (ωB97M-V/def2-TZVPD) for a cluster of 2 separate species, C3H12N3Si in total.

Element x y z (Å)
Si 0.972 -0.717 0.580
N -2.059 0.231 1.903
N -0.927 0.728 1.736
N 0.711 -0.904 -1.034
C 1.469 -0.176 -1.994
C -0.533 -1.470 -1.633
C -0.680 2.129 2.050
H -0.877 -2.365 -1.103
H 2.078 0.112 1.089
H -2.172 -0.795 1.686
H 2.485 -0.541 -2.147
H -1.309 2.522 2.745
H 0.484 -1.840 1.218
H 0.948 -0.132 -2.939
H -0.534 -1.808 -2.710
H -0.817 2.700 1.230
H -1.245 -0.685 -1.459
H 1.717 0.822 -1.671
H 0.290 2.189 2.453

- energy relative to the best compared isomer or geometry (same formula, charge and spin) (kcal/mol) = 76.8
- electronic energy (Ha) = -574.90777
- highest occupied orbital energy (eV) = -13.62
- charge = +1
- lowest unoccupied orbital energy (Eh) = -0.1551

---

Q: Look up the charge of the first one.
A: +1